Entry 1:
Here is one molecule with the formula C3H7N3 from OMol25. Energies are from wB97M-V/def2-TZVPD.

Geometry as XYZ:
```
13
Properties=species:S:1:pos:R:3:mulliken_charge:R:1
H -0.051 1.550 0.418 0.30
N 0.782 0.108 -0.716 -0.20
N 1.783 -0.025 -1.633 -0.70
N -0.990 1.389 0.883 -0.36
C -1.430 0.133 1.021 -0.05
H 2.679 -0.727 -1.416 0.25
H -1.460 2.262 1.005 0.19
C 0.312 -1.014 -0.208 -0.04
H -1.239 -1.912 0.955 0.26
C -0.806 -0.978 0.590 -0.50
H 0.762 -1.942 -0.541 0.35
H 2.135 1.068 -1.853 0.26
H -2.477 0.088 1.493 0.24
```

2S+1 = 1


Entry 2:
Here is a 2-piece molecular cluster, C6H17N2 overall from OMol25. Energies are from wB97M-V/def2-TZVPD.

Geometry as XYZ:
```
25
Properties=species:S:1:pos:R:3:mulliken_charge:R:1
H -1.941 -0.854 -1.989 0.34
H 2.747 0.981 -2.160 0.35
H 0.368 -2.206 2.982 0.39
H -0.605 2.928 1.419 0.25
H -0.720 -3.216 2.031 0.36
H -0.438 1.204 1.256 0.10
C 2.048 1.783 -1.933 -0.98
H -1.300 -0.817 1.705 0.37
C -0.447 -1.254 1.170 -0.02
N 1.165 1.445 -0.816 -0.08
C 0.057 -2.457 1.970 -1.57
H 0.898 -2.914 1.442 0.34
H 2.695 2.599 -1.614 0.37
C -1.819 -0.652 -0.924 -1.14
H 0.344 -0.501 1.103 0.13
H -1.374 0.350 -0.960 0.22
N -0.252 2.139 0.901 -0.14
H -0.028 -1.833 -0.856 0.31
H 0.785 3.385 -0.354 0.42
H -1.453 -2.627 -0.125 0.45
C -0.918 -1.686 -0.235 -0.46
C 0.570 2.353 -0.097 0.18
H 1.474 1.989 -2.830 0.34
H -2.784 -0.622 -0.423 0.34
H 0.928 0.484 -0.665 0.13
```

Total charge = +1
2S+1 = 1


Entry 3:
Here is one molecule with the formula C21H26N2O2 from OMol25. Energies are from wB97M-V/def2-TZVPD.

Geometry as XYZ:
```
51
Properties=species:S:1:pos:R:3:mulliken_charge:R:1
C 1.463 -1.026 1.676 -1.16
H -7.821 -0.138 0.884 0.29
H 6.006 0.282 2.183 0.68
H 2.009 -0.816 2.529 0.72
C -5.059 1.663 1.181 -1.25
N 4.293 -0.251 1.205 0.15
H 1.965 1.703 -1.606 0.20
H 5.459 0.403 -1.313 0.19
N -2.438 -0.986 -0.923 0.21
C -0.418 -1.486 0.329 0.03
C -4.183 0.936 0.265 1.34
H -4.050 -2.302 -1.023 0.43
H -2.336 -1.379 1.244 0.23
H -6.444 -1.621 -0.673 0.48
H 6.916 1.541 0.237 0.47
C 5.287 1.585 -0.852 -0.89
C 3.772 -1.192 0.388 0.35
C -4.658 -0.181 -0.382 1.13
H 3.620 0.280 1.700 0.17
H -2.164 1.094 0.757 0.47
H -2.432 0.776 -2.075 0.66
C 5.888 1.466 0.503 -0.72
C 0.148 -1.126 1.328 1.06
H -6.958 1.762 1.841 0.29
C -6.742 0.127 0.672 -0.12
H 6.379 -0.693 0.681 0.26
O 4.580 -1.968 -0.214 -0.71
H -0.495 -0.894 2.384 0.00
H -0.234 -2.232 -1.443 0.99
H -4.040 -0.851 -2.338 0.23
H -4.624 2.449 1.447 0.74
H 5.579 2.212 -1.408 0.96
H 3.116 2.329 -2.478 0.32
C 5.603 0.024 1.412 -1.12
C -6.314 1.433 1.001 -0.62
H -2.313 -2.620 0.178 0.35
C -2.859 1.312 0.146 -1.06
C -3.913 -1.245 -1.128 -1.27
C 1.637 -1.736 -0.789 -0.71
C -6.007 -0.875 -0.110 -1.31
O 3.891 1.636 -0.617 -0.32
C 0.392 -2.123 -0.891 -1.66
C 3.034 1.499 -1.701 -0.78
C 2.281 -1.143 0.490 0.61
H 2.280 -2.168 -1.479 0.59
H -2.641 2.478 -0.233 0.29
H -0.995 0.507 -0.798 -0.10
C -2.127 0.374 -1.202 -0.77
H 5.334 2.203 1.189 0.28
H 3.159 0.557 -2.280 0.35
C -1.828 -1.580 0.107 -0.95
```

2S+1 = 1


For each record above, in turn, the calculated ΔE to the lowest compared entry with this formula, charge and spin values are 58.2, 4.0, 453.0 kcal/mol.
For each record above, in turn, the calculated HOMO values are -7.0, -14.8, -7.7 eV.